ORCA calculation (ωB97M-V/def2-TZVPD) on a gas-phase ion, C11H13N2S (charge +1).

Each line ends with the Mulliken charge.
Atoms and positions in Å:
1 C 3.97937 -0.02648 -1.42169  -0.41
2 C 3.88649 -1.28326 -0.91461  -0.46
3 S 2.83316 -1.37065 0.43013  -0.05
4 C 2.49689 0.33324 0.31347  0.50
5 C 3.18315 0.90246 -0.72221  -0.60
6 H 3.14030 1.94857 -0.96855  0.43
7 C 1.56419 1.00028 1.25815  -1.03
8 H 1.85844 2.04277 1.40060  0.43
9 H 1.56137 0.49470 2.22534  0.42
10 N 0.15063 0.99321 0.73237  -0.10
11 H -0.43790 1.60526 1.31065  0.43
12 H 0.16022 1.37258 -0.22321  0.47
13 C -0.47195 -0.35163 0.69303  -0.48
14 C -1.90452 -0.33662 0.21004  0.72
15 C -2.51072 0.76527 -0.37944  -0.33
16 C -3.83549 0.64858 -0.78964  -0.50
17 N -4.54290 -0.45216 -0.65126  -0.55
18 C -3.96925 -1.50265 -0.09602  -0.36
19 C -2.65656 -1.49849 0.35310  -0.61
20 H -2.22670 -2.37904 0.80300  0.40
21 H -4.58644 -2.38463 -0.00368  0.38
22 H -4.34444 1.48346 -1.25023  0.38
23 H -2.00316 1.70593 -0.53669  0.33
24 H 0.12991 -0.98940 0.03864  0.30
25 H -0.43344 -0.77781 1.69908  0.40
26 H 4.38116 -2.17320 -1.24922  0.45
27 H 4.59820 0.22971 -2.26115  0.41

Forces on atoms 1 to 6 (eV/Å):
C 0.082 -0.175 -0.121
C -0.189 -0.049 0.205
S 0.148 0.592 -0.196
C -0.005 -0.468 0.023
C -0.198 -0.079 0.285
H -0.017 0.252 0.001

Output
energy relative to the best compared isomer or geometry (same formula, charge and spin) = 0.0 kcal per mole
net charge = +1
SMILES = c1csc(C[NH2+]Cc2ccncc2)c1
multiplicity = 1